Below is an isolated ion of composition C11H13O2 and charge +1, with properties calculated with wB97M-V/def2-TZVPD.

Output
2S+1 = 1
energy above the lowest of the compared OMol25 structures with the same formula, charge and spin = 188.0 kJ/mol
total energy = -576.88722 hartree
HOMO energy (spin up / spin down) = -0.3992 / -0.4082 Ha
Kohn-Sham gap (spin up / spin down) = 5.38 / 5.78 eV
net charge = +1

Each line ends with the natural charge from an NBO analysis.
Positions of all 26 atoms, in Å:
O  -1.866980  2.070220  -2.981818  -0.57
O  0.340301  -2.011072  1.584900  -0.40
C  0.644535  1.007073  2.323531  0.05
C  1.451022  0.415597  3.353252  -0.70
C  0.235688  0.386182  1.179083  -0.27
C  -0.890070  -2.299469  2.220895  -0.29
C  -0.304113  1.278421  0.238908  0.02
C  0.392279  -0.483169  -2.860355  0.17
C  -1.387650  2.211296  -1.712358  0.40
C  -0.124413  0.278040  -2.048199  -0.19
C  0.748534  -0.961088  1.091151  0.36
C  -0.563526  1.208101  -1.095685  -0.23
C  0.799087  -1.242610  -4.104909  -0.67
H  1.623149  -0.744508  -4.421073  0.25
H  1.408704  -0.707167  3.375344  0.24
H  -1.763072  3.037620  -1.219335  0.20
H  -1.618965  1.254255  -3.376176  0.52
H  -0.043948  -1.075806  -4.834298  0.25
H  -0.730765  -3.021761  3.094586  0.24
H  -0.610042  2.212197  0.499081  0.21
H  2.520079  0.600731  3.200741  0.28
H  -1.374630  -2.601826  1.293254  0.22
H  1.223674  0.872023  4.221114  0.25
H  -1.344712  -1.413271  2.510112  0.18
H  0.325808  2.026846  2.418675  0.21
H  0.910027  -2.296854  -3.950420  0.26

Cartesian forces, eV/Å:
O 0.305 2.496 3.612
O 1.484 -1.424 0.839
C -0.574 0.823 -0.433
C 1.449 -2.764 -1.857
C -0.746 -0.725 0.825
C -0.384 -1.533 -0.190
C 0.179 -1.583 -0.793
C -1.391 0.660 0.137
C 0.392 -3.344 -2.486
C 1.845 -2.921 -1.444
C 1.973 1.575 -2.602
C -1.282 0.897 -2.760
C -3.910 0.495 1.620
H 2.758 0.944 -1.382
H -0.202 1.154 0.345
H -0.687 1.754 0.848
H 0.872 -1.677 -0.529
H 0.932 -0.254 0.577
H -0.321 0.868 -1.746
H -0.549 2.504 2.094
H 0.076 0.260 -0.301
H -1.118 -1.139 0.926
H -0.727 1.099 3.351
H -0.896 1.736 0.975
H 0.194 0.505 0.191
H 0.327 -0.406 0.181